This record from the OMol25 dataset describes a cluster of 2 separate species, C23H39F3N4O5PSi in total at a distorted geometry. The level of theory is the ωB97M-V functional and the def2-TZVPD basis.

```
76
Properties=species:S:1:pos:R:3:forces:R:3
C 6.4478 3.3806 1.0006 -0.09 -0.31 0.24
Si 5.4917 1.7729 0.8359 0.57 -0.21 0.19
C 5.5080 0.9419 2.5472 -0.10 0.01 -0.59
C 3.7278 2.0361 0.2198 0.10 0.32 0.17
C 2.7718 2.4676 1.3402 -0.07 -0.06 -0.24
C 1.3454 2.0332 1.1147 0.38 -0.03 0.38
F 0.5242 2.7647 1.9182 -0.16 0.18 0.29
F 0.9555 2.2663 -0.1585 -0.08 0.10 -0.51
C 1.0540 0.5627 1.4258 -0.38 0.68 -0.38
N 2.1168 -0.1347 1.6647 0.44 -0.61 0.26
N 1.9285 -1.4086 1.9634 -0.23 0.56 -0.21
C 0.7513 -1.9952 2.0514 -0.38 -1.04 0.34
C 0.7407 -3.4503 2.4447 0.48 0.44 -0.33
C 1.6088 -3.8100 3.6493 0.16 -0.04 -0.03
F 0.7966 -4.0705 4.7208 -0.24 0.02 0.29
C -0.4199 -1.2782 1.7657 0.20 0.54 -0.08
N -1.6911 -1.8773 1.8584 0.12 0.04 0.08
C -0.2843 0.0625 1.4169 0.03 -0.32 0.17
C -1.4327 0.9644 1.0821 0.05 -0.08 -0.34
C -2.5742 0.4196 0.1983 -0.08 -0.10 0.18
O -3.3560 1.5120 -0.2263 0.19 0.17 -0.12
C -2.0688 -0.3747 -1.0370 -0.58 0.18 -0.41
N -2.4071 0.2597 -2.3103 0.35 -0.20 0.12
C 6.4665 0.6479 -0.3103 0.05 -0.13 -0.32
C 7.8526 0.5391 -0.1046 -0.09 -0.19 -0.22
C 8.6484 -0.2984 -0.8837 -0.63 -0.10 -0.22
C 8.0605 -1.0508 -1.9033 -0.40 0.43 0.41
C 6.6890 -0.9445 -2.1342 0.17 0.08 0.18
C 5.8975 -0.1043 -1.3472 0.60 -0.01 0.17
H 7.1977 3.2228 1.7744 0.15 -0.01 0.09
H 5.8401 4.2125 1.3451 -0.13 0.18 -0.08
H 6.9860 3.6496 0.0986 -0.10 0.14 -0.23
H 5.9082 1.6129 3.2996 -0.14 0.09 0.25
H 6.1657 0.0783 2.4975 0.15 -0.11 0.00
H 4.5243 0.5756 2.8301 -0.11 0.05 0.24
H 3.3494 1.1769 -0.3248 0.01 -0.28 0.05
H 3.7552 2.8410 -0.5112 0.04 0.05 -0.22
H 3.0610 2.1097 2.3235 0.08 -0.08 0.13
H 2.7420 3.5498 1.4056 -0.06 0.21 0.01
H 2.7734 -1.9312 2.1507 0.19 0.06 -0.02
H -0.2724 -3.7537 2.6534 -0.20 -0.18 0.08
H 1.0804 -4.0039 1.5704 -0.03 -0.18 -0.12
H 2.2860 -3.0085 3.9453 0.07 0.12 0.02
H 2.2061 -4.6933 3.4514 0.01 -0.20 -0.03
H -1.9890 -1.9362 2.8262 -0.25 -0.03 -0.08
H -1.7328 -2.7886 1.4239 -0.08 -0.07 0.07
H -1.0487 1.8249 0.5534 -0.03 0.17 -0.04
H -1.8440 1.3449 2.0177 -0.05 0.01 0.17
H -3.2048 -0.2261 0.7943 -0.03 -0.30 0.10
H -3.8954 1.7987 0.5141 -0.09 0.09 0.10
H -0.9965 -0.5530 -0.9733 0.18 0.06 0.07
H -2.5509 -1.3482 -1.0024 0.04 -0.23 0.13
H -1.5929 0.3966 -2.8901 0.04 0.12 0.02
H -3.0415 -0.3198 -2.8372 -0.14 0.05 -0.07
H 8.3133 1.1261 0.6786 0.12 0.03 0.08
H 9.7097 -0.3863 -0.7221 0.16 0.11 0.15
H 8.6688 -1.7050 -2.5056 0.05 -0.09 -0.13
H 6.2462 -1.5205 -2.9330 -0.10 -0.03 -0.08
H 4.8380 -0.0200 -1.5421 -0.12 -0.07 -0.12
C -10.0729 -0.3947 -4.3904 -0.08 -0.02 -0.09
O -9.3612 0.3176 -3.3640 -0.03 0.05 0.12
P -7.8353 -0.0397 -3.1742 -0.07 0.05 -0.02
O -7.0317 -0.1737 -4.3834 0.14 -0.20 -0.01
O -7.8213 -1.3740 -2.2980 0.09 0.00 -0.10
C -8.6702 -1.4585 -1.1485 -0.05 -0.03 0.07
O -7.4155 1.1110 -2.1742 -0.12 0.02 0.02
C -6.0142 1.2304 -1.8837 0.06 0.09 0.02
H -11.1319 -0.3086 -4.1648 0.02 0.05 0.05
H -9.8649 0.0524 -5.3597 0.05 -0.02 0.00
H -9.7915 -1.4483 -4.4069 0.02 0.01 0.00
H -9.6330 -1.8811 -1.4329 -0.01 0.03 -0.01
H -8.8247 -0.4812 -0.6914 0.01 0.01 -0.02
H -8.1880 -2.1180 -0.4305 0.03 -0.02 -0.05
H -5.4441 0.4075 -2.3094 0.02 0.00 -0.03
H -5.8851 1.2333 -0.8059 -0.10 -0.01 0.05
H -5.6464 2.1658 -2.2968 0.01 -0.01 -0.02
```
Forces are in eV/Å.

Max |F|: 1.16 eV/A
Lowest unoccupied orbital energy: -4.7 eV
Total charge: +1

=====

This record from the OMol25 dataset describes the molecule C4H5NO at a distorted geometry. The level of theory is the ωB97M-V functional and the def2-TZVPD basis.

```
11
Properties=species:S:1:pos:R:3:forces:R:3
C 1.0059 1.9261 0.2395 -0.86 1.64 1.22
C 0.6335 0.7505 -0.0696 0.32 0.52 -0.17
C 0.3946 -0.3753 -0.5922 1.19 -2.37 -0.91
C -0.8208 -1.1819 -0.3904 2.68 -2.77 0.89
N -1.3158 -1.4540 0.9622 0.95 1.92 1.73
O -0.7404 -0.7898 1.8068 -1.12 -1.21 -0.80
H 0.6268 2.7348 -0.3402 0.10 0.63 -0.64
H 1.1756 2.1637 1.2652 0.92 0.11 0.56
H 1.2368 -0.7734 -1.1912 -0.64 -0.13 0.39
H -1.5208 -0.7712 -0.9735 -3.53 1.19 -1.90
H -0.6756 -2.2295 -0.7165 0.00 0.47 -0.37
```
Forces are in eV/Å.

Max |F|: 4.18 eV/A
SMILES: C=C=CCN=O
Lowest unoccupied orbital energy: 0.0 eV

=====

Short version: gap between HOMO and LUMO = 6.536; 9.313 eV, in the order given.
Short version: highest occupied orbital energy = -0.414; -0.341 Ha, in the order given.